Formula: C52H78Cl2F5I3O28S
Source: the Open Molecules 2025 dataset
Level of theory: ωB97M-V/def2-TZVPD

XYZ file:
```
169
Properties=species:S:1:pos:R:3:lowdin_charge:R:1
C 4.694 3.301 0.221 -0.114
O 3.298 3.214 0.175 -0.167
C 2.848 1.919 0.560 -0.187
C 3.019 0.911 -0.590 -0.127
C 1.747 0.085 -0.889 -0.170
C 0.960 0.750 -2.035 -0.119
C 0.062 -0.194 -2.833 -0.317
O -0.690 0.509 -3.823 -0.176
C -0.198 1.559 -4.554 -0.812
F 1.102 1.474 -4.920 -0.003
I -1.218 1.336 -6.524 0.974
C -0.468 2.977 -4.063 -0.164
C -1.877 3.563 -4.220 -0.194
C -3.076 2.702 -3.784 -0.244
O -4.201 3.056 -4.615 -0.085
C -1.098 -0.850 -1.942 -0.360
C -0.589 -2.150 -1.195 -0.080
C -1.082 -2.344 0.217 -0.681
O -1.936 -3.150 0.533 0.046
Cl -0.298 -1.439 1.573 0.695
O -1.344 0.070 -0.901 -0.069
C -2.550 0.817 -0.800 -0.299
C -3.250 0.511 0.533 -0.130
C -4.496 1.385 0.772 -0.248
C -5.611 1.138 -0.222 -0.596
Cl -6.814 2.491 -0.055 0.648
C -2.169 2.311 -0.787 -0.135
C -1.258 2.706 0.368 -0.095
C -0.749 4.088 0.196 -0.190
F -0.114 4.626 1.262 0.084
C -0.863 4.841 -0.932 -0.295
F -2.005 5.250 -1.459 0.144
F 0.175 5.286 -1.628 0.142
C -2.349 -1.246 -2.758 -0.676
I -2.054 -2.385 -4.547 1.126
C -3.465 -1.926 -1.896 -0.708
C -3.683 -3.424 -2.014 -0.253
I -5.326 -1.022 -2.598 1.193
S 1.248 -1.349 -3.689 0.631
O 2.585 -0.889 -3.580 -0.223
O 1.129 -2.737 -3.388 -0.290
F 0.885 -1.210 -5.201 -0.194
H 5.000 4.336 0.097 0.090
H 5.165 2.717 -0.576 0.089
H 5.112 2.940 1.169 0.068
H 3.497 1.597 1.366 0.085
H 1.835 1.977 0.939 0.112
H 3.438 1.370 -1.483 0.122
H 3.747 0.182 -0.249 0.084
H 2.094 -0.907 -1.155 0.091
H 1.155 0.121 0.018 0.056
H 0.411 1.618 -1.697 0.113
H 1.746 1.137 -2.674 0.111
H 0.187 3.599 -4.668 0.128
H -0.109 3.135 -3.048 0.094
H -2.083 3.943 -5.211 0.088
H -1.899 4.450 -3.584 0.098
H -2.926 1.633 -3.912 0.082
H -3.396 2.969 -2.782 0.093
H -4.346 2.329 -5.225 0.075
H -0.902 -2.991 -1.799 0.095
H 0.493 -2.211 -1.157 0.092
H -3.328 0.740 -1.560 0.083
H -3.596 -0.524 0.588 0.114
H -2.597 0.670 1.382 0.104
H -4.878 1.061 1.738 0.111
H -4.256 2.436 0.889 0.095
H -5.301 1.168 -1.258 -0.051
H -6.178 0.253 0.020 0.025
H -1.608 2.463 -1.714 0.089
H -3.046 2.942 -0.875 0.114
H -0.447 1.984 0.432 0.116
H -1.814 2.668 1.306 0.125
H -2.796 -0.326 -3.105 -0.011
H -3.390 -1.582 -0.874 0.037
H -2.777 -4.023 -2.003 0.058
H -4.296 -3.703 -2.858 0.030
H -4.257 -3.729 -1.138 0.082
C 6.508 2.156 6.246 -0.011
C 5.682 1.750 5.050 -0.325
C 5.892 2.596 3.820 -0.087
O 4.633 2.462 3.147 0.006
C 3.693 2.215 4.096 -0.545
O 2.522 2.223 3.907 0.174
O 4.278 1.953 5.294 0.076
H 6.211 1.587 7.128 0.080
H 7.568 1.981 6.058 0.091
H 6.360 3.210 6.483 0.096
H 5.832 0.689 4.830 0.155
H 6.703 2.235 3.191 0.141
H 6.052 3.653 4.046 0.144
C -11.826 -0.616 2.907 -0.022
C -10.635 0.239 2.553 -0.332
C -10.473 0.523 1.080 -0.089
O -9.058 0.727 0.966 0.008
C -8.472 0.016 1.963 -0.555
O -7.305 -0.186 2.054 0.154
O -9.400 -0.438 2.841 0.091
H -11.802 -0.883 3.963 0.088
H -12.755 -0.086 2.701 0.091
H -11.817 -1.548 2.341 0.091
H -10.650 1.165 3.134 0.160
H -11.015 1.408 0.755 0.140
H -10.752 -0.323 0.447 0.142
C 1.030 -0.132 7.996 -0.018
C 2.441 0.393 8.065 -0.331
C 3.418 -0.519 8.765 -0.096
O 4.395 0.411 9.251 0.047
C 3.763 1.605 9.429 -0.564
O 4.238 2.536 9.988 0.166
O 2.523 1.576 8.881 0.092
H 0.361 0.629 7.595 0.091
H 0.977 -1.015 7.359 0.091
H 0.661 -0.390 8.990 0.089
H 2.794 0.656 7.064 0.145
H 3.876 -1.245 8.098 0.136
H 2.979 -1.041 9.619 0.138
C 2.730 -3.804 -6.639 -0.019
C 2.554 -4.757 -7.793 -0.331
C 3.466 -4.505 -8.968 -0.098
O 2.701 -5.033 -10.060 0.061
C 1.389 -4.938 -9.717 -0.561
O 0.484 -5.120 -10.461 0.170
O 1.261 -4.607 -8.406 0.085
H 1.955 -3.965 -5.889 0.079
H 3.704 -3.938 -6.170 0.096
H 2.639 -2.768 -6.969 0.090
H 2.638 -5.790 -7.444 0.159
H 4.421 -5.017 -8.886 0.138
H 3.641 -3.442 -9.151 0.139
C -7.193 4.517 -4.255 -0.018
C -8.000 3.244 -4.281 -0.322
C -8.179 2.579 -2.937 -0.132
O -8.345 1.200 -3.307 0.044
C -7.693 1.021 -4.484 -0.606
O -7.462 -0.036 -4.976 0.101
O -7.321 2.210 -5.014 0.081
H -6.998 4.864 -5.269 0.091
H -7.725 5.298 -3.712 0.090
H -6.224 4.352 -3.783 0.073
H -8.965 3.417 -4.767 0.157
H -9.049 2.939 -2.394 0.137
H -7.296 2.662 -2.298 0.038
C 4.292 -4.739 2.596 -0.019
C 3.941 -3.345 2.144 -0.309
C 4.002 -3.135 0.652 -0.070
O 4.286 -1.728 0.562 0.040
C 4.949 -1.382 1.695 -0.546
O 5.490 -0.334 1.866 0.157
O 4.914 -2.383 2.600 0.079
H 4.354 -4.783 3.684 0.091
H 3.540 -5.455 2.260 0.094
H 5.265 -5.036 2.211 0.060
H 2.967 -3.051 2.547 0.154
H 3.066 -3.371 0.150 0.137
H 4.816 -3.682 0.173 0.144
C 10.768 -3.186 4.579 -0.021
C 9.419 -2.921 3.959 -0.329
C 8.241 -3.232 4.847 -0.086
O 7.214 -3.528 3.890 0.052
C 7.831 -3.990 2.774 -0.545
O 7.276 -4.496 1.852 0.152
O 9.170 -3.801 2.850 0.095
H 11.558 -3.062 3.839 0.089
H 10.953 -2.501 5.407 0.092
H 10.832 -4.211 4.947 0.091
H 9.372 -1.894 3.586 0.161
H 7.948 -2.395 5.476 0.139
H 8.396 -4.115 5.472 0.141
```

net charge	0
energy	-186285.4956	eV
SMILES string	COCCCC[C@](O[C@@](F)(I)CCCO)([C@@](CC(=O)Cl)(O[C@@H](CCCCl)CCC(F)=C(F)F)[C@@H](I)[C@H](C)I)S(=O)(=O)F.C[C@@H]1COC(=O)O1.C[C@@H]1COC(=O)O1.C[C@@H]1COC(=O)O1.C[C@@H]1COC(=O)O1.C[C@@H]1COC(=O)O1.C[C@@H]1COC(=O)O1.C[C@@H]1COC(=O)O1
frontier orbital gap	8.5	eV
LUMO level	-0.023	eV

***

Formula: C5H6O2
Source: the Open Molecules 2025 dataset
Level of theory: ωB97M-V/def2-TZVPD

XYZ file:
```
13
Properties=species:S:1:pos:R:3:lowdin_charge:R:1
O -1.550 -1.275 -1.269 0.109
C -0.797 -0.526 -0.697 -0.385
C -1.328 0.622 0.140 -0.072
O -0.348 1.655 0.402 -0.093
C 0.898 1.407 0.720 -0.020
C 1.200 -0.078 0.666 -0.208
C 0.699 -0.639 -0.666 -0.110
H -1.699 0.227 1.091 0.146
H -2.157 1.117 -0.358 0.139
H 1.115 -0.022 -1.473 0.137
H 0.695 -0.574 1.509 0.126
H 2.269 -0.247 0.803 0.102
H 1.002 -1.666 -0.867 0.128
```

energy above the lowest of the compared OMol25 structures with the same formula, charge and spin	2.943	eV
net charge	0
energy	-9374.1529	eV
frontier orbital gap	9.2	eV
LUMO level	0.615	eV

***

Formula: C45H45FeN6O6S2
Source: the Open Molecules 2025 dataset
Level of theory: ωB97M-V/def2-TZVPD

XYZ file:
```
105
Properties=species:S:1:pos:R:3:lowdin_charge:R:1
Fe -0.949 0.205 -0.440 0.787
O -0.671 -1.105 1.103 -0.570
S 0.099 -0.636 2.312 1.058
C 1.658 -1.496 2.277 -0.326
C 1.776 -2.929 1.798 -0.223
C 1.779 -3.057 0.304 -0.232
C 2.945 -2.336 -0.456 -0.273
S 2.297 -0.936 -1.390 1.036
O 1.337 -0.285 -0.432 -0.552
C 3.707 0.096 -1.301 -0.387
C 3.633 1.173 -0.401 -0.049
C 4.635 2.147 -0.391 -0.044
C 5.716 2.093 -1.253 -0.064
C 5.828 1.006 -2.102 -0.070
C 4.830 0.016 -2.116 -0.070
C -0.877 -1.421 3.595 -0.352
C -0.713 -1.034 4.889 -0.079
C -1.499 -1.632 5.867 -0.072
C -2.447 -2.543 5.475 -0.068
C -2.638 -2.933 4.132 -0.066
C -1.828 -2.378 3.171 -0.067
H 2.159 -1.496 3.296 0.131
H 2.295 -0.802 1.691 0.082
H 0.977 -3.525 2.283 0.126
H 2.678 -3.379 2.249 0.130
H 0.834 -2.707 -0.121 0.084
H 1.950 -4.142 0.060 0.118
H 3.339 -3.010 -1.230 0.092
H 3.721 -2.042 0.201 0.088
H 2.743 1.278 0.187 0.087
H 4.553 2.941 0.342 0.106
H 6.522 2.842 -1.334 0.122
H 6.605 0.978 -2.808 0.092
H 4.934 -0.779 -2.885 0.120
H -0.077 -0.193 5.194 0.130
H -1.472 -1.267 6.886 0.116
H -3.124 -3.002 6.279 0.138
H -3.339 -3.657 3.876 0.084
H -1.899 -2.593 2.155 0.082
O -0.404 1.878 0.979 -0.131
C -0.114 3.115 0.228 -0.249
C 0.158 2.705 -1.253 -0.586
O 0.874 3.327 -1.963 0.124
O -0.620 1.709 -1.584 -0.123
C 1.042 3.880 0.952 -0.106
C 1.406 5.101 0.354 -0.013
C 2.469 5.818 0.884 -0.068
C 3.033 5.409 2.083 -0.099
C 2.684 4.200 2.678 -0.096
C 1.712 3.415 2.103 -0.043
C -1.367 3.991 0.275 -0.153
C -1.995 4.192 1.488 -0.040
C -3.100 5.027 1.578 -0.074
C -3.617 5.644 0.461 -0.085
C -2.954 5.494 -0.761 -0.051
C -1.796 4.699 -0.847 -0.003
H -1.308 1.981 1.379 0.042
H 0.872 5.399 -0.540 0.114
H 2.778 6.753 0.381 0.117
H 3.869 5.965 2.443 0.093
H 3.230 3.853 3.569 0.110
H 1.419 2.469 2.545 0.099
H -1.709 3.663 2.394 0.119
H -3.695 5.220 2.514 0.126
H -4.409 6.337 0.555 0.091
H -3.239 6.080 -1.560 0.076
H -1.254 4.653 -1.828 0.138
C -5.518 -2.206 1.477 -0.019
N -4.943 -0.910 1.153 -0.075
C -4.619 0.058 2.183 -0.020
C -3.368 0.734 1.624 -0.402
O -2.784 1.635 2.179 0.071
N -3.090 0.156 0.386 0.148
C -3.946 -0.841 0.255 -0.434
N -3.776 -1.803 -0.625 0.245
H -6.061 -2.035 2.411 0.107
H -4.775 -2.946 1.689 0.080
H -6.207 -2.472 0.696 0.094
H -4.415 -0.472 3.173 0.157
H -5.407 0.781 2.354 0.138
H -3.040 -1.790 -1.294 0.076
H -4.433 -2.580 -0.579 0.120
C -1.879 0.105 -4.671 -0.015
C -2.060 -0.064 -3.319 -0.154
N -1.360 -0.847 -2.505 0.007
C -0.358 -1.537 -3.088 -0.086
C -0.045 -1.435 -4.455 -0.172
C -0.779 -0.532 -5.240 0.026
C 1.112 -2.097 -5.056 -0.030
C 1.826 -3.199 -4.810 -0.021
C 1.670 -4.241 -3.781 -0.282
C 2.567 -5.272 -3.785 -0.006
C 2.422 -6.295 -2.853 -0.091
N 1.340 -6.232 -2.107 0.076
C 0.533 -5.198 -2.110 -0.205
N 0.646 -4.173 -2.939 0.132
H -2.492 0.741 -5.220 0.096
H -2.801 0.587 -2.777 0.133
H 0.254 -2.199 -2.490 0.054
H -0.472 -0.383 -6.256 0.119
H 1.429 -1.542 -5.944 0.118
H 2.709 -3.256 -5.383 0.095
H 3.374 -5.288 -4.504 0.116
H 3.041 -7.186 -2.850 0.119
H -0.276 -5.203 -1.410 0.111
```

energy above the lowest of the compared OMol25 structures with the same formula, charge and spin	0.000	eV
net charge	+1
energy	-124673.9305	eV
frontier orbital gap (spin up / spin down)	7.7 / 7.7	eV
LUMO level (spin up / spin down)	-2.528 / -2.524	eV
multiplicity	5